# 1
Entry from the OMol25 dataset: a 2-piece molecular cluster, C4H10O2S2 overall (wB97M-V/def2-TZVPD).

The HOMO-LUMO gap is 9.7 eV. For the relative energy (zero: lowest compared OMol25 entry of this formula, charge and spin), the calculation gives 1.069 eV. The value obtained for the LUMO energy is 0.555 eV. Its HOMO energy is -9.1 eV. As for the SMILES: CSSCCC=O.O. The net charge is 0. For the strongest force on any atom, the calculation gives 0.632 eV/Å.

Bonds (Å) are listed after each position.
Element x y z (Å)
1 C -0.22 1.65 0.76  S2 1.816, H8 1.094, H9 1.083, H10 1.087
2 S -1.69 1.68 -0.31  C1 1.816, S3 2.038
3 S -0.89 2.02 -2.16  S2 2.038, C4 1.817
4 C -0.67 0.35 -2.84  S3 1.817, C5 1.534, H11 1.095, H12 1.088
5 C 0.17 -0.57 -1.96  C4 1.534, C6 1.497, H13 1.081, H14 1.088
6 C -0.63 -1.64 -1.28  C5 1.497, O7 1.204, H15 1.112
7 O -0.54 -1.94 -0.12  C6 1.204
8 H -0.13 2.59 1.31  C1 1.094
9 H 0.65 1.43 0.16  C1 1.083
10 H -0.35 0.90 1.54  C1 1.087
11 H -1.62 -0.10 -3.15  C4 1.095
12 H -0.17 0.56 -3.79  C4 1.088
13 H 0.78 -0.04 -1.24  C5 1.081
14 H 0.90 -1.08 -2.59  C5 1.088
15 H -1.35 -2.20 -1.93  C6 1.112
16 O 2.05 -1.45 6.13  H17 0.960, H18 0.971
17 H 2.47 -0.62 5.86  O16 0.960
18 H 1.24 -1.52 5.61  O16 0.971

---

# 2
Entry from the OMol25 dataset: a 5-piece molecular cluster, C15H35N5O5 overall in a non-equilibrium geometry (wB97M-V/def2-TZVPD).

The HOMO-LUMO gap is 9.8 eV. For the relative energy (zero: lowest compared OMol25 entry of this formula, charge and spin), the calculation gives 4.919 eV. The value obtained for the LUMO energy is 0.692 eV. Its HOMO energy is -9.1 eV. As for the SMILES: CN(C)C=O.CN(C)C=O.CN(C)C=O.CN(C)C=O.CN(C)C=O. The net charge is 0. For the strongest force on any atom, the calculation gives 2.951 eV/Å.

Bonds (Å) are listed after each position.
Element x y z (Å)
1 C -3.21 -2.02 -0.72  N2 1.468, H6 1.090, H7 1.090, H8 1.090
2 N -2.05 -1.42 -0.06  C1 1.468, C3 1.428, C4 1.340
3 C -2.00 -1.28 1.36  N2 1.428, H9 1.090, H10 1.090, H11 1.090
4 C -0.95 -1.18 -0.78  N2 1.340, O5 1.193, H12 1.101
5 O 0.00 -0.56 -0.39  C4 1.193
6 H -3.71 -2.69 -0.01  C1 1.090
7 H -3.00 -2.27 -1.75  C1 1.090
8 H -4.13 -1.43 -0.71  C1 1.090
9 H -1.14 -0.67 1.64  C3 1.090
10 H -2.84 -0.66 1.67  C3 1.090
11 H -1.88 -2.22 1.90  C3 1.090
12 H -1.01 -1.35 -1.87  C4 1.101
13 C 7.97 1.39 0.50  N14 1.429, H18 1.090, H19 1.090, H20 1.090
14 N 9.28 0.84 0.54  C13 1.429, C15 1.478, C16 1.352
15 C 9.51 -0.31 1.44  N14 1.478, H21 1.090, H22 1.090, H23 1.090
16 C 10.30 1.68 0.24  N14 1.352, O17 1.242, H24 1.101
17 O 11.48 1.33 0.34  C16 1.242
18 H 7.09 0.78 0.70  C13 1.090
19 H 7.77 1.66 -0.54  C13 1.090
20 H 7.83 2.25 1.16  C13 1.090
21 H 8.90 -1.17 1.15  C15 1.090
22 H 10.58 -0.52 1.35  C15 1.090
23 H 9.28 0.03 2.45  C15 1.090
24 H 10.01 2.73 0.05  C16 1.101
25 C 2.58 0.05 -10.20  N26 1.465, H30 1.090, H31 1.090, H32 1.090
26 N 2.15 1.17 -9.36  C25 1.465, C27 1.433, C28 1.355
27 C 0.79 1.21 -8.91  N26 1.433, H33 1.090, H34 1.090, H35 1.090
28 C 3.03 2.11 -8.96  N26 1.355, O29 1.236, H36 1.101
29 O 2.78 3.07 -8.22  C28 1.236
30 H 2.56 0.40 -11.23  C25 1.090
31 H 1.86 -0.77 -10.29  C25 1.090
32 H 3.58 -0.36 -10.07  C25 1.090
33 H 0.67 1.09 -7.84  C27 1.090
34 H 0.35 2.21 -9.03  C27 1.090
35 H 0.18 0.43 -9.36  C27 1.090
36 H 4.03 1.87 -9.36  C28 1.101
37 C -8.92 -8.15 4.66  N38 1.440, H42 1.090, H43 1.090, H44 1.090
38 N -8.16 -7.60 5.76  C37 1.440, C39 1.403, C40 1.326
39 C -8.49 -8.16 7.00  N38 1.403, H45 1.090, H46 1.090, H47 1.090
40 C -6.95 -7.09 5.60  N38 1.326, O41 1.223, H48 1.101
41 O -6.24 -6.66 6.51  C40 1.223
42 H -9.90 -8.50 4.97  C37 1.090
43 H -8.56 -9.13 4.34  C37 1.090
44 H -9.00 -7.48 3.81  C37 1.090
45 H -9.56 -8.25 7.21  C39 1.090
46 H -8.16 -9.17 7.21  C39 1.090
47 H -8.22 -7.45 7.78  C39 1.090
48 H -6.67 -6.88 4.56  C40 1.101
49 C -0.82 6.37 1.93  N50 1.469, H54 1.090, H55 1.090, H56 1.090
50 N -0.62 7.41 2.95  C49 1.469, C51 1.472, C52 1.333
51 C -1.23 8.71 2.62  N50 1.472, H57 1.090, H58 1.090, H59 1.090
52 C -0.26 7.15 4.21  N50 1.333, O53 1.239, H60 1.101
53 O 0.26 6.06 4.50  C52 1.239
54 H -1.78 6.55 1.43  C49 1.090
55 H -1.00 5.44 2.47  C49 1.090
56 H 0.10 6.30 1.35  C49 1.090
57 H -2.31 8.69 2.65  C51 1.090
58 H -0.77 9.48 3.24  C51 1.090
59 H -1.00 8.89 1.57  C51 1.090
60 H -0.39 8.03 4.86  C52 1.101

---

# 3
Entry from the OMol25 dataset: a 2-piece molecular cluster, C4H6N4 overall in a non-equilibrium geometry (wB97M-V/def2-TZVPD).

The HOMO-LUMO gap is 9.4 eV. For the relative energy (zero: lowest compared OMol25 entry of this formula, charge and spin), the calculation gives 2.690 eV. The value obtained for the LUMO energy is 0.340 eV. Its HOMO energy is -9.0 eV. As for the SMILES: N#C/C=N/N.CC#N. The net charge is 0. For the strongest force on any atom, the calculation gives 3.767 eV/Å.

Bonds (Å) are listed after each position.
Element x y z (Å)
1 N 3.00 -3.13 0.76  C2 1.139
2 C 2.75 -2.03 0.57  N1 1.139, C3 1.424
3 C 2.07 -0.80 0.34  C2 1.424, N4 1.283, H6 1.085
4 N 2.66 0.31 0.08  C3 1.283, N5 1.350
5 N 1.93 1.39 -0.26  N4 1.350, H7 1.046, H8 1.037
6 H 0.99 -0.79 0.32  C3 1.085
7 H 0.93 1.45 0.03  N5 1.046
8 H 2.56 2.21 -0.14  N5 1.037
9 C -3.17 -0.07 -0.30  C10 1.462, H12 1.024, H13 1.129, H14 1.109
10 C -1.99 0.79 -0.30  C9 1.462, N11 1.163
11 N -0.99 1.36 -0.11  C10 1.163
12 H -3.51 -0.42 0.60  C9 1.024
13 H -3.20 -0.91 -1.06  C9 1.129
14 H -4.01 0.63 -0.53  C9 1.109